# C3H7ClNO

A cluster of 2 separate species, C3H7ClNO in total in a non-equilibrium geometry (ωB97M-V/def2-TZVPD, OMol25).

- molar mass (g mol⁻¹) = 108.5
- total charge = +1
- HOMO (spin up / spin down) (eV) = -13.29 / -13.77
- LUMO level (spin up / spin down) (eV) = -4.89 / -4.90
- DFT total energy (hartree) = -708.28777
- relative energy (zero: lowest compared OMol25 entry of this formula, charge and spin) (kcal per mole) = 74.6

Last columns: bonded neighbours and bond lengths (Å).
Cartesian coordinates (Å):
1 C -1.5677 0.1249 -1.6989  O5 1.200, Cl6 1.644
2 C 1.6265 -0.0320 0.6237  N4 1.476, H7 1.022, H8 1.109, H9 1.064
3 C -0.6834 -0.5391 0.6964  N4 1.368, H10 1.099, H11 1.111
4 N 0.2378 0.4602 0.5365  C2 1.476, C3 1.368, H12 1.026, H13 1.154
5 O -0.6456 0.8713 -1.8772  C1 1.200
6 Cl -2.9569 -0.3778 -2.4194  C1 1.644
7 H 2.2348 0.7356 0.9152  C2 1.022
8 H 1.6116 -0.9573 1.2352  C2 1.109
9 H 1.8124 -0.5227 -0.3017  C2 1.064
10 H -0.2201 -1.5248 0.5468  C3 1.099
11 H -1.7294 -0.3370 1.0125  C3 1.111
12 H 0.0821 1.1788 1.2527  N4 1.026
13 H 0.1977 0.9198 -0.5218  N4 1.154

Atomic partial charges in e from the Mulliken method, atoms 1 to 6:
1. C 0.486
2. C -1.043
3. C -0.710
4. N -0.073
5. O -0.455
6. Cl 0.031